A cluster of 2 separate species, C4FN3O3 in total at a distorted geometry. Source: the Open Molecules 2025 dataset; level of theory: ωB97M-V/def2-TZVPD.

Cartesian coordinates (Å):
N  -2.373  -2.242  2.216
C  -1.927  -1.612  1.376
O  -1.368  -0.941  0.444
C  -1.500  0.412  0.458
O  -1.029  1.023  -0.422
F  -2.098  0.833  1.533
N  2.013  1.130  -3.355
C  1.991  0.820  -2.242
N  1.787  0.197  -1.135
C  2.145  0.249  0.004
O  2.359  0.131  1.123

- LUMO (eV) = -0.1
- largest force on an atom (hartree/bohr) = 0.0569
- orbital gap (eV) = 11.2120
- 2S+1 = 1

***

A structure of composition C13H33As3KN2OSbSe4. Source: the Open Molecules 2025 dataset; level of theory: ωB97M-V/def2-TZVPD.

Cartesian coordinates (Å):
K  2.870  1.232  0.365
C  -0.936  2.916  0.156
As  -0.554  1.193  1.005
C  -1.759  1.501  2.548
C  -1.785  0.159  -0.145
C  -1.762  -1.379  -0.113
C  -2.921  -1.871  -0.993
C  -0.491  -1.953  -0.772
As  1.298  -1.880  0.074
C  1.156  -3.538  1.163
C  2.178  -2.731  -1.441
C  -1.865  -1.934  1.318
As  -3.470  -1.923  2.480
C  -4.675  -0.495  1.860
C  -4.471  -3.408  1.660
H  -2.011  3.109  0.136
H  -0.546  2.874  -0.862
H  -0.425  3.710  0.701
H  -2.711  1.922  2.218
H  -1.277  2.216  3.217
H  -1.939  0.582  3.108
H  -1.532  0.483  -1.158
H  -2.793  0.524  0.078
H  -2.753  -1.552  -2.024
H  -3.885  -1.475  -0.673
H  -2.976  -2.963  -0.985
H  -0.329  -1.450  -1.729
H  -0.662  -3.017  -0.977
H  0.626  -4.323  0.617
H  0.649  -3.352  2.111
H  2.168  -3.886  1.378
H  1.703  -3.691  -1.657
H  3.236  -2.864  -1.221
H  2.108  -2.080  -2.313
H  -1.074  -1.482  1.925
H  -1.629  -3.004  1.295
H  -4.285  0.476  2.154
H  -5.625  -0.652  2.375
H  -4.851  -0.502  0.787
H  -3.862  -4.312  1.695
H  -4.742  -3.205  0.626
H  -5.377  -3.583  2.241
Se  4.128  2.968  -4.116
Sb  3.416  0.727  -3.326
Se  4.987  -0.024  -1.527
Se  1.148  1.032  -2.268
Se  3.235  -0.954  -5.082
C  5.596  3.496  0.108
N  4.540  3.876  -0.801
C  3.266  4.082  -0.386
N  2.383  4.382  -1.390
O  2.917  4.011  0.807
H  6.405  4.234  0.103
H  5.998  2.522  -0.179
H  5.191  3.443  1.118
H  4.660  3.659  -1.797
H  2.672  4.072  -2.322
H  1.444  4.085  -1.171

- LUMO (eV) = 3.8
- largest force on an atom (hartree/bohr) = 0.0027
- total charge = -2
- orbital gap (eV) = 4.8433
- 2S+1 = 1

***

Ordered HOMO results: -11.2844, -1.0808; unit eV.